1.
# C3H8N2O

An isolated molecule of C3H8N2O in a non-equilibrium geometry (the ωB97M-V functional and the def2-TZVPD basis, the Open Molecules 2025 dataset).

Last column: Löwdin charge in e.
Atoms and positions in Å:
1 N 2.1955 -0.9685 -0.8004  -0.062
2 C 1.3411 -0.1834 0.1953  -0.244
3 C -0.1495 0.0233 -0.2734  -0.125
4 C -1.1313 0.2763 0.9340  -0.583
5 N -2.3604 0.6726 0.4407  0.069
6 O -0.9117 0.0577 2.0951  0.070
7 H 2.3705 -0.3645 -1.6821  0.085
8 H 1.6694 -1.8238 -1.1213  0.066
9 H 1.2214 -0.8625 1.0020  0.083
10 H 1.9456 0.7231 0.3919  0.118
11 H -0.3176 0.8146 -1.0345  0.096
12 H -0.6356 -0.9450 -0.6336  0.134
13 H -2.2803 1.2752 -0.5684  0.174
14 H -2.9573 1.3048 1.0547  0.119

* energy: -8267.736 eV
* frontier orbital gap: 9.9 eV
* spin multiplicity: 1
* energy above the lowest of the compared OMol25 structures with the same formula, charge and spin: 153.43 kJ/mol

***

2.
# C41H63AsCoN4O2Si3

A structure of composition C41H63AsCoN4O2Si3 in a non-equilibrium geometry (the ωB97M-V functional and the def2-TZVPD basis, the Open Molecules 2025 dataset).

Last column: Löwdin charge in e.
Atoms and positions in Å:
1 Co 0.0637 -0.1024 0.8320  0.605
2 C -1.7630 -2.5804 3.7860  -0.023
3 C -1.5624 -1.8474 2.4774  -0.493
4 O -0.4094 -1.4152 2.2675  -0.099
5 C -2.6640 -1.6751 1.6257  -0.059
6 C -2.6651 -0.9611 0.4261  -0.301
7 C -3.9315 -0.9427 -0.3866  -0.039
8 N -1.6062 -0.2762 -0.0146  -0.073
9 N -1.8566 0.3560 -1.1742  0.095
10 C -1.0828 1.1814 -1.7501  -0.321
11 O 0.1768 1.4500 -1.2184  -0.145
12 C -1.5991 1.8670 -2.9286  -0.128
13 C -1.1877 3.1343 -3.3513  -0.060
14 C -1.7421 3.7503 -4.4587  -0.091
15 C -2.7464 3.1363 -5.1902  -0.108
16 C -3.2032 1.8927 -4.7592  -0.095
17 C -2.6510 1.2741 -3.6605  -0.025
18 H -1.9333 -1.8565 4.5870  0.076
19 H -0.8611 -3.1420 4.0273  0.082
20 H -2.6219 -3.2510 3.7307  0.068
21 H -3.6021 -2.1252 1.9192  0.092
22 H -4.7132 -1.5222 0.1029  0.066
23 H -3.7418 -1.3693 -1.3738  0.070
24 H -4.2755 0.0798 -0.5426  0.078
25 H -0.4516 3.6701 -2.7720  0.052
26 H -1.3909 4.7345 -4.7480  0.099
27 H -3.1703 3.6109 -6.0657  0.088
28 H -4.0033 1.4008 -5.3006  0.095
29 H -3.0072 0.3070 -3.3399  0.103
30 C 3.7502 -1.3840 0.2797  -0.125
31 C 3.4151 -1.5380 1.7369  -0.225
32 C 4.0842 -2.5098 2.4726  -0.083
33 C 3.9175 -2.6276 3.8420  -0.129
34 C 3.0533 -1.7486 4.4791  -0.087
35 C 2.3629 -0.7729 3.7746  -0.202
36 C 1.4034 0.1186 4.5154  -0.042
37 C 2.5147 -0.6571 2.3700  -0.232
38 N 1.7672 0.2905 1.6636  -0.076
39 C 1.8839 1.6222 2.0873  -0.395
40 C 3.2486 2.1653 2.4738  -0.068
41 C 0.7874 2.4415 2.1135  -0.336
42 C 0.9672 3.8518 2.6505  -0.045
43 N -0.4510 1.9298 1.8247  0.036
44 C -1.6063 2.6886 1.9080  -0.228
45 C -2.5963 2.3783 2.8778  -0.203
46 C -2.3474 1.2840 3.8696  -0.040
47 C -3.7803 3.1006 2.9396  -0.091
48 C -4.0357 4.1526 2.0722  -0.136
49 C -3.0745 4.4771 1.1287  -0.088
50 C -1.8785 3.7760 1.0394  -0.209
51 C -0.8762 4.1687 -0.0045  -0.062
52 H 2.8851 -1.0296 -0.2717  -0.023
53 H 4.5588 -0.6546 0.1598  0.078
54 H 4.0757 -2.3342 -0.1459  0.063
55 H 4.7611 -3.1808 1.9520  0.095
56 H 4.4529 -3.3840 4.4058  0.077
57 H 2.8974 -1.8311 5.5516  0.090
58 H 1.1699 -0.3096 5.4940  0.070
59 H 0.4905 0.2174 3.9285  0.050
60 H 1.8163 1.1199 4.6657  0.071
61 H 3.9974 1.3776 2.3860  0.075
62 H 3.2823 2.5426 3.5056  0.059
63 H 3.5494 2.9934 1.8178  0.061
64 H 1.6240 4.4520 2.0103  0.061
65 H 1.4204 3.8294 3.6480  0.066
66 H 0.0074 4.3610 2.7354  0.067
67 H -2.4177 0.3191 3.3753  0.053
68 H -3.0773 1.3202 4.6827  0.069
69 H -1.3407 1.3645 4.2799  0.070
70 H -4.5124 2.8404 3.6993  0.091
71 H -4.9590 4.7174 2.1404  0.077
72 H -3.2532 5.2960 0.4369  0.093
73 H -1.3636 4.6931 -0.8301  0.078
74 H -0.3819 3.2778 -0.3781  0.037
75 H -0.1026 4.8221 0.4083  0.070
76 C 0.4988 -6.0989 -0.7241  -0.269
77 Si -0.6309 -4.5409 -0.6604  0.164
78 C -1.7045 -4.9694 0.8601  -0.239
79 C -1.8695 -4.8358 -2.0990  -0.242
80 As 0.7583 -2.6861 -0.5582  0.766
81 Si 1.0270 -2.5786 -2.8479  0.153
82 C 1.4760 -4.2335 -3.7230  -0.256
83 C 2.5661 -1.5409 -3.3017  -0.244
84 C -0.3655 -1.8774 -3.9558  -0.226
85 H -0.0689 -7.0298 -0.8453  0.007
86 H 1.0693 -6.1654 0.2063  0.010
87 H 1.2198 -6.0285 -1.5419  -0.013
88 H -1.9336 -6.0381 0.9002  0.014
89 H -2.6439 -4.4148 0.8521  0.004
90 H -1.1733 -4.7013 1.7766  0.010
91 H -2.3063 -5.8379 -2.0531  0.013
92 H -1.3899 -4.7244 -3.0737  -0.016
93 H -2.6872 -4.1094 -2.0521  0.008
94 H 2.3905 -4.6474 -3.2899  0.013
95 H 1.6448 -4.0836 -4.7951  0.011
96 H 0.6921 -4.9858 -3.6082  -0.012
97 H 3.4696 -2.0062 -2.9008  0.019
98 H 2.4947 -0.5371 -2.8799  -0.032
99 H 2.6820 -1.4445 -4.3856  0.024
100 H -1.2315 -2.5461 -3.9476  0.004
101 H -0.0504 -1.7449 -4.9958  0.018
102 H -0.7025 -0.9084 -3.5771  -0.011
103 C 3.0476 1.5994 -0.9077  -0.147
104 Si 1.5229 2.1632 -1.8507  0.460
105 C 1.6989 4.0576 -1.6564  -0.169
106 C 1.7594 1.7799 -3.6949  -0.153
107 H 3.5276 0.7371 -1.3701  0.012
108 H 2.7880 1.3386 0.1195  -0.001
109 H 3.7715 2.4182 -0.8851  0.038
110 H 2.6310 4.3392 -2.1549  0.033
111 H 1.7977 4.3207 -0.6005  0.023
112 H 0.9013 4.6769 -2.0715  0.013
113 H 2.8233 1.6971 -3.9276  0.036
114 H 1.3289 2.5489 -4.3376  0.021
115 H 1.2838 0.8322 -3.9606  0.017

* energy: -175698.033 eV
* frontier orbital gap (spin up / spin down): 4.3 / 4.4 eV
* spin multiplicity: 4
* net charge: -2

***

3.
# C7H3F3O3

A cluster of 2 separate species, C7H3F3O3 in total in a non-equilibrium geometry (the ωB97M-V functional and the def2-TZVPD basis, the Open Molecules 2025 dataset).

Last column: Löwdin charge in e.
Atoms and positions in Å:
1 C 0.3261 0.1285 -2.1833  0.020
2 C -0.7897 -0.4110 -1.7298  0.020
3 C 1.3532 0.6677 -1.2727  -0.357
4 C -1.1108 -0.7225 -0.3209  -0.318
5 C 0.8897 0.9599 0.1103  -0.132
6 C -0.3006 0.1782 0.5202  -0.109
7 C -0.4172 -0.4551 2.4999  -0.521
8 O 2.4751 0.9483 -1.6316  0.124
9 O -1.7870 -1.6359 0.1143  0.145
10 O -0.3588 1.5832 0.4271  0.085
11 F -0.4458 -1.7580 2.3879  0.156
12 F 0.6637 -0.1055 3.2254  0.136
13 F -1.5053 -0.0599 2.9961  0.231
14 H 0.6585 0.2017 -3.2580  0.151
15 H -1.5230 -0.8257 -2.5476  0.165
16 H 1.8720 1.3062 0.6627  0.204

* energy: -21598.047 eV
* frontier orbital gap: 8.8 eV
* spin multiplicity: 1